A cluster of 2 separate species, C8H11N2S2 in total in a non-equilibrium geometry. Source: OMol25; level of theory: ωB97M-V with the def2-TZVPD basis set.

Results
Spin multiplicity: 1
Total charge: +1

```
23
Properties=species:S:1:pos:R:3:forces:R:3:mulliken_charge:R:1
S -2.02380 0.63722 -1.15821 0.84 -0.10 1.10 -0.1988
S 0.92267 -2.93285 -0.61181 -0.23 0.27 -0.32 0.0034
N 0.79225 -0.20252 0.13217 -0.36 -3.58 -2.24 -0.0447
N -0.25432 -0.68939 2.87328 -2.35 -1.10 -3.56 -0.6599
C 0.35222 1.06292 0.33492 0.27 3.48 -0.54 0.1973
C -0.78287 1.65511 -0.32378 0.77 -1.55 0.35 0.3616
C 0.80988 -1.28245 -0.37318 0.13 2.11 1.57 0.4845
C 1.18567 -3.12090 -2.50441 -0.58 1.29 2.08 -0.7530
C 1.23553 1.95159 1.02239 -1.38 -0.74 0.65 -0.4523
C 0.87176 3.25707 1.36749 -1.17 -1.32 -1.13 -0.5554
C -0.95533 3.02439 -0.21474 -1.15 -0.56 1.27 -0.5784
C -0.26980 3.77363 0.73745 0.78 0.72 -0.17 -0.2610
H 1.33267 3.75417 2.18626 0.64 0.51 0.14 0.4173
H -1.20042 -0.46529 3.14007 -0.02 0.42 0.44 0.2377
H 0.33748 -0.67856 3.60241 2.32 0.61 3.50 0.2083
H -0.60515 4.80163 0.95825 0.16 -0.70 -0.12 0.3630
H -1.87435 1.30710 -2.26609 -0.12 0.43 -1.05 0.2060
H -1.92285 3.35373 -0.55694 0.11 0.56 -0.42 0.4042
H 0.50454 -3.91569 -2.78418 0.30 -0.11 -0.18 0.3552
H 2.06087 1.45710 1.48215 0.68 0.02 0.27 0.4331
H -0.32123 -1.68451 2.67322 0.00 -0.05 -0.28 0.2162
H 2.24964 -3.25326 -2.55438 0.21 -0.36 -0.64 0.3353
H 0.84819 -2.13625 -2.81408 0.13 -0.25 -0.71 0.2803
```
Positions in Å, forces in eV/Å.

---

A structure of composition C18H17N4O6Pb in a non-equilibrium geometry. Source: OMol25; level of theory: ωB97M-V with the def2-TZVPD basis set.

Results
Spin multiplicity: 1
Total charge: -1

```
46
Properties=species:S:1:pos:R:3:forces:R:3:mulliken_charge:R:1
Pb -0.09906 0.74106 -0.11166 -0.72 0.37 0.50 1.2873
O 0.83179 -1.23167 -0.64557 -0.22 -1.99 0.80 -0.6546
O 3.49753 1.82965 0.25263 -0.39 0.05 -0.49 -0.5076
O -1.85739 1.55722 -3.20687 -0.19 -0.35 -0.16 -0.7277
O -0.45327 -4.47246 1.72713 0.07 0.06 -0.04 -0.6898
O -1.21474 2.48225 0.70687 -1.73 0.41 1.75 -0.6694
O 0.83842 1.87321 -1.61578 5.06 5.68 -7.54 -0.1366
N 2.16093 2.02997 -0.28389 5.01 1.50 -2.56 -0.2444
N -0.95084 -0.64028 1.38434 -0.80 -1.78 1.40 -0.1101
N -0.59886 -1.96665 1.11970 0.27 0.15 -0.33 -0.7369
N -0.79065 1.39262 -2.57231 -0.30 3.65 -3.67 -0.0183
C 0.25594 2.41331 -2.74590 -6.84 -6.49 -0.40 0.3186
C -2.42222 1.05513 2.36089 0.06 0.16 -0.09 0.6761
C -1.98795 -0.32322 2.06980 0.40 0.01 -0.20 -0.2883
C 3.39410 1.91291 -2.48794 -0.68 -0.17 -1.51 -1.2419
C 0.30784 -2.11320 0.13222 0.38 -0.01 -0.16 0.6491
C -3.34591 1.10391 3.42483 0.05 0.22 -0.17 -0.8581
C -2.65118 3.48075 2.23274 -0.18 0.29 0.24 -0.4426
C 0.93765 -5.86192 0.47358 0.13 -0.05 -0.13 -0.6756
C 1.72963 -3.74236 -1.11447 0.09 0.05 -0.09 -0.4574
C 2.24693 -5.00282 -1.34579 0.05 -0.03 -0.05 -0.7286
C 0.41715 -4.58754 0.70797 -0.09 -0.13 0.15 0.3929
C -3.54535 3.47595 3.27416 0.12 -0.13 -0.09 -0.3527
C 0.03771 3.61602 -3.56599 0.62 0.81 1.09 -1.2218
C 0.81298 -3.49985 -0.09580 -0.46 -0.44 0.53 0.2492
C 1.84665 -6.06797 -0.54527 -0.02 0.07 0.01 -0.2905
C -3.90117 2.27356 3.88645 -0.17 -0.01 0.25 -0.6639
C 2.15177 2.09188 -1.72007 0.61 -1.65 11.32 0.6590
C -2.04032 2.31603 1.71405 0.34 -0.40 -0.34 0.3857
H -0.70924 -3.50920 1.76379 -0.08 0.03 -0.04 0.5470
H 3.98841 2.81962 -2.39349 0.05 -0.02 0.05 0.3233
H -2.58871 -1.12786 2.49599 -0.12 0.01 0.07 0.3423
H -0.92758 4.08486 -3.32900 -0.06 -0.10 -0.10 0.2835
H 2.96261 -5.14916 -2.14430 0.00 -0.03 0.00 0.3910
H 0.61713 -6.67679 1.10923 -0.04 0.03 0.04 0.4039
H 2.04394 -2.91107 -1.72941 -0.08 0.07 0.04 0.3941
H 3.18691 1.72906 -3.54357 0.03 0.08 -0.01 0.3614
H 3.31616 1.64946 1.17923 -0.04 0.10 0.03 0.3059
H 0.82309 4.35898 -3.39546 0.01 0.04 -0.13 0.3756
H -4.60034 2.25897 4.71298 0.00 -0.01 -0.01 0.3562
H -3.96943 4.41417 3.61265 -0.04 -0.01 0.02 0.3493
H 2.24911 -7.05925 -0.71672 -0.01 -0.01 0.01 0.3541
H -3.61657 0.17198 3.90891 -0.01 -0.04 -0.06 0.2886
H 0.05046 3.32576 -4.61610 -0.09 0.02 -0.02 0.2910
H 3.95232 1.06511 -2.08831 -0.09 0.08 0.23 0.3426
H -2.38639 4.41984 1.76357 0.08 -0.07 -0.10 0.3892
```
Positions in Å, forces in eV/Å.

---

Respective M values: 199.3, 592.6 g mol⁻¹.
Respective energy relative to the best compared isomer or geometry (same formula, charge and spin) values: 40.1, 146.8 kcal per mole.